This record from the OMol25 dataset describes a molecular structure, C27H76O12Si3. The level of theory is ωB97M-V/def2-TZVPD.

Each line ends with the Mulliken charge.
CARTESIAN COORDINATES (ANGSTROEM)
C 1.246 -2.221 0.787  -0.882
Si 2.754 -2.828 -0.141  0.249
C 3.039 -4.627 0.341  -1.322
C 2.531 -2.693 -1.995  -1.167
C 2.016 -1.296 -2.407  2.186
C 3.138 -0.393 -2.939  -1.461
C 3.010 1.103 -2.613  0.544
C 1.594 1.691 -2.655  -1.286
C 0.831 1.721 -1.320  0.504
C -0.691 1.712 -1.497  -1.513
C -1.304 0.297 -1.617  0.517
Si -2.567 -0.160 -0.320  0.169
O -4.043 -0.392 -1.053  -0.062
Si -5.454 -0.393 -0.175  0.378
C 4.212 -1.788 0.440  0.480
C 4.050 -0.413 0.623  -0.028
C 5.096 0.396 1.059  -0.814
C 6.336 -0.177 1.317  -0.902
C 6.533 -1.538 1.122  -0.743
C 5.479 -2.335 0.691  -0.321
H 0.398 -2.887 0.629  0.229
H 0.947 -1.204 0.535  0.176
H 1.472 -2.256 1.855  0.422
H 2.086 -5.071 0.637  0.342
H 3.446 -5.207 -0.487  0.315
H 3.706 -4.698 1.200  0.369
H 1.849 -3.483 -2.318  0.380
H 3.499 -2.879 -2.469  0.564
H 1.240 -1.429 -3.162  0.226
H 1.564 -0.818 -1.541  -1.653
H 4.072 -0.742 -2.486  0.488
H 3.255 -0.539 -4.015  0.430
H 3.485 1.312 -1.652  -0.436
H 3.596 1.644 -3.361  0.073
H 0.996 1.200 -3.430  0.538
H 1.685 2.734 -2.974  0.490
H 1.131 0.883 -0.686  -0.361
H 1.108 2.625 -0.772  0.426
H -0.920 2.258 -2.416  0.304
H -1.163 2.284 -0.695  0.545
H -1.820 0.196 -2.575  0.536
H -0.527 -0.469 -1.597  -0.433
H -2.688 0.916 0.698  -0.214
H -2.212 -1.423 0.369  -0.142
H -5.352 -1.473 0.836  -0.178
H -6.549 -0.659 -1.123  -0.152
H -5.596 0.914 0.491  -0.148
H 3.086 0.042 0.422  0.343
H 4.956 1.461 1.197  0.640
H 7.144 0.451 1.676  0.553
H 7.503 -1.977 1.319  0.390
H 5.646 -3.395 0.543  0.357
C 3.889 4.203 -0.751  -0.093
O 4.885 3.913 0.226  -0.451
H 3.354 3.277 -0.940  -0.315
H 3.176 4.951 -0.393  0.338
H 4.326 4.550 -1.691  0.250
H 5.369 4.723 0.408  0.250
C -9.497 1.224 1.680  -0.571
O -8.385 1.008 0.806  -0.426
H -9.578 0.350 2.318  0.085
H -9.338 2.103 2.308  0.337
H -10.426 1.329 1.118  0.317
H -8.301 1.773 0.231  0.252
C -6.348 1.143 3.605  -0.276
O -7.112 2.098 4.336  -0.512
H -6.648 1.231 2.565  -0.076
H -5.275 1.343 3.683  0.323
H -6.551 0.123 3.942  0.272
H -6.865 2.041 5.262  0.279
C 5.025 1.576 4.909  -0.306
O 6.276 0.887 4.880  -0.542
H 5.004 2.241 5.768  0.137
H 4.894 2.175 4.005  0.133
H 4.192 0.873 5.001  0.277
H 6.230 0.312 4.110  0.301
C -1.303 -2.416 -4.747  -0.208
O -0.055 -3.097 -4.692  -0.458
H -1.352 -1.779 -3.868  -0.144
H -1.386 -1.789 -5.639  0.276
H -2.147 -3.111 -4.720  0.306
H 0.014 -3.670 -5.459  0.276
C -2.107 -3.671 2.880  -0.588
O -1.184 -2.592 2.824  -0.362
H -1.870 -4.331 2.048  0.225
H -2.018 -4.238 3.810  0.297
H -3.140 -3.330 2.768  0.236
H -1.378 -1.992 3.548  0.243
C 5.255 5.322 5.415  -0.572
O 4.112 5.144 4.588  -0.487
H 5.076 4.761 6.329  0.203
H 6.159 4.933 4.938  0.268
H 5.410 6.372 5.677  0.307
H 4.250 5.629 3.771  0.278
C 6.180 2.517 -5.271  -0.580
O 5.683 3.599 -4.477  -0.520
H 5.643 2.528 -6.215  0.239
H 7.246 2.635 -5.466  0.293
H 6.010 1.558 -4.776  0.241
H 6.158 3.583 -3.643  0.274
C 8.265 1.066 -8.256  -0.566
O 7.639 0.621 -7.059  -0.430
H 8.160 2.149 -8.280  0.214
H 9.330 0.819 -8.274  0.278
H 7.786 0.649 -9.145  0.271
H 7.718 -0.335 -7.014  0.259
C -11.065 -2.128 1.238  -0.494
O -11.788 -1.233 2.068  -0.474
H -11.422 -1.999 0.218  0.227
H -9.990 -1.923 1.261  0.183
H -11.241 -3.165 1.543  0.236
H -11.469 -1.359 2.971  0.359
C -12.386 -3.352 4.895  -0.588
O -11.423 -2.307 4.772  -0.514
H -13.350 -2.918 4.648  0.242
H -12.182 -4.173 4.202  0.261
H -12.422 -3.742 5.914  0.290
H -10.557 -2.662 4.990  0.276

The gap between HOMO and LUMO comes out at 9.39 eV. Its highest occupied orbital energy is -8.927 eV. Its multiplicity is 1. As for the charge: 0. Its strongest force on any atom is 0.5 eV Å⁻¹.



This record from the OMol25 dataset describes a molecular structure, C28H31ClN6O4PPb. The level of theory is ωB97M-V/def2-TZVPD.

Each line ends with the Mulliken charge.
CARTESIAN COORDINATES (ANGSTROEM)
Pb 0.450 0.921 -1.450  1.412
C 0.844 4.065 1.254  -1.553
C 0.837 3.737 -0.212  1.096
C 2.029 3.486 -0.895  -0.526
C 2.051 3.265 -2.277  0.629
C 3.352 3.139 -3.018  -1.671
C 0.830 3.266 -2.975  -0.836
C -0.385 3.526 -2.323  0.517
C -1.664 3.675 -3.096  -1.667
C -0.361 3.725 -0.933  -0.700
H 1.073 5.124 1.386  0.401
H 1.605 3.500 1.791  0.307
H -0.127 3.880 1.712  0.403
H 2.968 3.510 -0.353  0.510
H 4.137 2.713 -2.395  0.414
H 3.682 4.135 -3.319  0.370
H 3.250 2.545 -3.925  0.412
H 0.840 3.165 -4.054  0.526
H -1.841 4.736 -3.283  0.383
H -2.521 3.298 -2.540  0.346
H -1.614 3.175 -4.062  0.403
H -1.292 3.937 -0.420  0.487
N -0.234 -2.450 1.456  0.465
P -0.651 -1.125 2.323  1.184
C 0.684 -0.302 3.120  0.541
C 0.772 -0.427 4.512  -0.479
C 1.861 0.113 5.178  -0.857
C 2.855 0.768 4.467  -0.602
C 2.770 0.887 3.082  -0.920
C 1.691 0.357 2.404  -0.194
C -1.985 -1.542 3.383  0.490
C -2.534 -2.825 3.478  -0.698
C -3.619 -3.038 4.310  -0.842
C -4.160 -1.982 5.031  -0.549
C -3.623 -0.703 4.932  -0.871
C -2.536 -0.475 4.110  -0.348
C 0.802 -2.632 0.509  0.653
C 1.343 -3.909 0.384  -1.113
C 2.371 -4.109 -0.512  -0.491
C 2.839 -3.024 -1.248  -1.048
C 2.228 -1.808 -1.054  -0.215
N 1.205 -1.591 -0.209  0.251
H -0.604 -3.320 1.814  0.120
H 0.010 -0.948 5.073  0.466
H 1.933 0.018 6.252  0.458
H 3.705 1.185 4.990  0.444
H 3.558 1.389 2.536  0.518
H 1.640 0.435 1.326  0.398
H -2.133 -3.665 2.929  0.336
H -4.043 -4.029 4.398  0.460
H -5.010 -2.156 5.677  0.451
H -4.051 0.112 5.499  0.458
H -2.117 0.521 4.034  0.495
H 0.983 -4.722 1.000  0.495
H 2.815 -5.089 -0.622  0.466
H 3.660 -3.119 -1.944  0.474
H 2.589 -0.944 -1.610  0.565
O -3.599 0.249 1.284  -0.459
Cl -2.604 -0.135 0.382  1.651
O -2.635 -1.475 -0.047  -0.490
O -2.323 0.798 -0.645  -0.512
O -1.151 0.009 1.236  -0.140
N -0.729 -2.501 -7.310  -0.347
C -1.063 -2.259 -6.054  0.736
N -1.972 -3.020 -5.444  -0.327
N -0.457 -1.235 -5.456  -0.574
C -0.415 -0.808 -4.280  0.658
N -0.260 -0.308 -3.226  -0.674
H -1.164 -3.227 -7.856  0.212
H -0.033 -1.922 -7.752  0.243
H -2.447 -3.766 -5.926  0.224
H -2.302 -2.774 -4.527  0.175

The gap between HOMO and LUMO comes out at 8.48 eV. Its highest occupied orbital energy is -16.962 eV. Its multiplicity is 1. As for the charge: +3. Its strongest force on any atom is 0.4 eV Å⁻¹.



This record from the OMol25 dataset describes 6 unconnected molecules or ions with the total composition C6H23NO5 in a non-equilibrium geometry. The level of theory is ωB97M-V/def2-TZVPD.

Each line ends with the Mulliken charge.
CARTESIAN COORDINATES (ANGSTROEM)
C -2.405 0.963 2.093  -1.318
C -1.440 0.734 0.929  -0.100
C -0.414 -0.362 1.396  -1.395
C 0.592 -0.670 0.237  1.297
C 0.822 0.245 -0.749  -1.033
N 1.545 -0.037 -1.903  -0.246
C 1.070 -2.073 0.231  -1.641
H -3.339 1.289 1.606  0.377
H -2.398 0.081 2.727  0.349
H -2.031 1.700 2.815  0.331
H -1.102 1.687 0.482  0.324
H -1.767 0.327 -0.042  0.167
H 0.023 -0.129 2.359  0.990
H -1.029 -1.243 1.377  0.537
H 0.466 1.272 -0.779  0.356
H 2.216 -0.770 -1.676  0.256
H 2.037 0.741 -2.336  0.370
H 1.239 -2.266 -0.832  0.445
H 0.483 -2.834 0.707  0.388
H 2.034 -2.122 0.739  0.429
H -1.599 -1.037 -3.649  0.299
H -0.329 -0.642 -2.784  0.373
O -1.226 -0.410 -3.012  -0.599
H -0.162 1.857 -2.930  0.307
H -1.698 1.850 -2.801  0.328
O -0.937 2.412 -2.873  -0.598
H 1.836 -0.438 3.339  0.379
H 1.744 0.731 2.505  0.234
O 1.747 0.525 3.441  -0.612
H -2.045 -1.428 -1.430  0.343
H -1.689 -2.061 -0.118  0.299
O -1.632 -2.219 -1.076  -0.636
H 2.715 0.932 0.284  0.292
H 3.151 2.047 1.147  0.361
O 3.522 1.348 0.574  -0.651

The gap between HOMO and LUMO (alpha / beta) comes out at 10.64 / 6.70 eV. Its highest occupied orbital energy (alpha / beta) is -14.658 / -14.660 eV. Its multiplicity is 2. Its expectation value of S² is 0.755. As for the charge: +1. Its strongest force on any atom is 4.4 eV Å⁻¹.



This record from the OMol25 dataset describes 2 unconnected molecules or ions with the total composition C6H11N in a non-equilibrium geometry. The level of theory is ωB97M-V/def2-TZVPD.

Each line ends with the Mulliken charge.
CARTESIAN COORDINATES (ANGSTROEM)
C 3.228 0.659 -0.215  0.035
C 0.105 -0.999 1.525  -0.850
C -0.145 -0.489 0.328  0.636
C 0.044 -1.283 -0.945  -1.110
C -2.044 0.977 -0.397  -1.137
C -0.572 0.879 0.160  -0.738
N 2.283 0.350 -0.758  -0.359
H 4.200 0.939 0.333  0.269
H 0.493 -2.054 1.688  0.263
H 0.034 -0.352 2.472  0.236
H 1.163 -1.311 -1.000  0.313
H -0.505 -0.775 -1.754  0.265
H -0.423 -2.321 -0.851  0.346
H -2.466 1.920 -0.043  0.375
H -2.627 0.391 0.334  0.331
H -2.334 0.643 -1.430  0.303
H -0.531 1.446 1.046  0.495
H 0.098 1.379 -0.492  0.327

The gap between HOMO and LUMO comes out at 9.63 eV. Its highest occupied orbital energy is -8.750 eV. Its multiplicity is 1. As for the structure (SMILES): C=C(C)CC.C#N. As for the charge: 0. Its strongest force on any atom is 4.4 eV Å⁻¹.



This record from the OMol25 dataset describes 2 unconnected molecules or ions with the total composition C3H4ClF2NO4 in a non-equilibrium geometry. The level of theory is ωB97M-V/def2-TZVPD.

Each line ends with the Mulliken charge.
CARTESIAN COORDINATES (ANGSTROEM)
C 0.753 -0.451 -1.214  0.189
C -0.165 -0.083 -0.329  -0.782
C -0.515 1.346 -0.089  1.053
N -0.964 -1.030 0.496  1.187
O -1.646 -0.624 1.384  -0.525
O -0.874 -2.207 0.157  -0.767
O 1.071 -1.666 -1.639  -0.497
O 0.392 2.255 -0.501  -0.543
F -0.769 1.605 1.217  -0.244
F -1.677 1.530 -0.694  -0.263
Cl 1.712 -0.308 2.182  -0.255
H 1.167 -1.447 2.631  0.263
H 1.225 0.170 -1.957  0.428
H 0.321 -2.287 -1.328  0.401
H -0.031 3.198 -0.315  0.356

The gap between HOMO and LUMO comes out at 9.94 eV. Its highest occupied orbital energy is -10.416 eV. Its multiplicity is 1. As for the structure (SMILES): O=[N+]([O-])/C(=C\O)C(O)(F)F.Cl. As for the charge: 0. Its strongest force on any atom is 3.2 eV Å⁻¹.



This record from the OMol25 dataset describes a gas-phase ion, C16H32BClN2O3P (charge +1) in a non-equilibrium geometry. The level of theory is ωB97M-V/def2-TZVPD.

Each line ends with the Mulliken charge.
CARTESIAN COORDINATES (ANGSTROEM)
C 3.084 3.601 -0.235  -0.459
C 2.616 2.257 0.100  -0.673
C 1.203 2.192 0.741  0.387
N 0.795 2.736 1.896  -0.068
Cl 1.836 3.660 2.912  0.012
C -0.661 2.533 2.278  -0.747
C -1.322 2.297 0.812  0.729
B -2.606 1.304 0.900  0.227
O -2.491 0.207 1.848  -0.581
C -3.993 1.430 0.090  -0.251
C -3.860 1.788 -1.463  -0.869
P -1.722 4.002 0.100  0.171
N -0.370 5.113 0.291  -0.567
O -2.970 4.611 1.139  -0.463
C -0.103 1.449 0.225  -0.618
C -0.154 0.863 -1.251  -0.348
C 0.364 -0.664 -1.144  -0.073
C 0.406 -1.398 -2.549  -0.760
C 0.911 -2.918 -2.502  -0.601
C 1.197 -3.455 -1.010  -0.161
C 1.658 -4.975 -1.038  -0.733
C 2.419 -5.385 0.314  -0.534
O 1.428 -5.492 1.376  -0.328
C 1.676 -4.535 2.417  -0.430
H 2.906 4.072 -1.244  0.248
H 3.662 4.195 0.534  0.297
H 3.205 1.319 -0.105  0.384
H -0.994 3.471 2.811  0.382
H -0.573 1.572 2.892  0.411
H -2.584 -0.585 1.275  0.317
H -4.499 0.404 0.143  0.194
H -4.685 2.129 0.665  0.341
H -4.600 2.634 -1.671  0.252
H -4.170 0.940 -2.154  0.313
H -2.852 2.180 -1.782  0.260
H 0.064 5.077 1.224  0.203
H -0.805 6.053 0.254  0.345
H -2.924 4.165 2.015  0.334
H -0.131 0.500 0.874  0.296
H 0.517 1.456 -1.951  0.421
H -1.187 0.807 -1.703  0.108
H 1.359 -0.682 -0.583  0.041
H -0.415 -1.186 -0.486  0.158
H -0.610 -1.371 -3.052  0.251
H 1.127 -0.832 -3.223  0.296
H 0.112 -3.591 -2.931  0.245
H 1.903 -2.968 -3.038  0.314
H 0.262 -3.411 -0.357  0.139
H 2.020 -2.848 -0.524  0.263
H 0.788 -5.701 -1.125  0.311
H 2.350 -5.194 -1.908  0.371
H 3.230 -4.626 0.541  0.350
H 2.885 -6.420 0.229  0.303
H 2.794 -4.400 2.621  0.257
H 1.279 -3.517 2.100  0.073
H 1.226 -4.861 3.414  0.259

The gap between HOMO and LUMO comes out at 5.77 eV. Its highest occupied orbital energy is -11.481 eV. Its multiplicity is 1. As for the structure (SMILES): C=CC1=[N+](Cl)C[C@@](B(O)CC)(P(N)O)[C@H]1CCCCCCCOC. As for the charge: +1. Its strongest force on any atom is 3.2 eV Å⁻¹.



This record from the OMol25 dataset describes a single C6H15N molecule in a non-equilibrium geometry. The level of theory is ωB97M-V/def2-TZVPD.

Each line ends with the Mulliken charge.
CARTESIAN COORDINATES (ANGSTROEM)
C -1.842 0.411 0.538  -0.217
C -2.181 0.252 2.021  -1.182
C -0.869 -0.667 0.033  -1.013
N 0.513 -0.118 -0.230  0.114
C 0.918 0.043 -1.586  -0.576
C 2.003 1.139 -1.751  -1.173
C 1.473 -0.937 0.616  -1.171
H -1.306 1.368 0.280  0.292
H -2.764 0.167 -0.035  0.240
H -1.302 0.853 2.535  0.228
H -2.257 -0.725 2.526  0.356
H -3.183 0.711 2.207  0.325
H -1.323 -1.246 -0.863  0.386
H -0.983 -1.372 0.821  0.559
H 1.234 -0.920 -2.061  0.371
H 0.129 0.225 -2.379  0.408
H 2.051 1.314 -2.818  0.373
H 2.977 0.912 -1.356  0.319
H 1.647 2.072 -1.147  0.247
H 1.068 -1.219 1.583  0.398
H 1.586 -1.933 0.258  0.454
H 2.412 -0.329 0.808  0.264

The gap between HOMO and LUMO comes out at 9.58 eV. Its highest occupied orbital energy is -8.413 eV. Its multiplicity is 1. As for the structure (SMILES): CCCN(C)CC. As for the charge: 0. Its strongest force on any atom is 3.7 eV Å⁻¹.



This record from the OMol25 dataset describes a single C5H10O2 molecule in a non-equilibrium geometry. The level of theory is ωB97M-V/def2-TZVPD.

Each line ends with the Mulliken charge.
CARTESIAN COORDINATES (ANGSTROEM)
O -1.947 -0.596 1.558  -0.507
C -1.331 0.488 0.894  -0.760
C 0.089 0.090 0.571  0.355
C 0.197 -1.088 -0.402  -0.742
C 1.404 -0.697 -1.276  -0.395
O 1.869 0.578 -0.893  -0.389
C 0.825 1.199 -0.206  -0.594
H -2.865 -0.358 1.728  0.309
H -1.855 0.734 -0.046  0.355
H -1.320 1.397 1.517  0.340
H 0.595 -0.170 1.509  0.297
H 0.297 -2.059 0.090  0.310
H -0.685 -1.147 -1.051  0.267
H 1.010 -0.544 -2.295  0.263
H 2.274 -1.358 -1.149  0.294
H 0.107 1.598 -0.988  0.295
H 1.337 1.934 0.440  0.303

The gap between HOMO and LUMO comes out at 10.45 eV. Its highest occupied orbital energy is -9.570 eV. Its multiplicity is 1. As for the structure (SMILES): OC[C@H]1CCOC1. As for the charge: 0. Its strongest force on any atom is 1.2 eV Å⁻¹.